(1)
Formula: C21H67B3F3N5O9PtSV
Source: OMol25
Level of theory: the ωB97M-V functional and the def2-TZVPD basis

Properties
**⟨S²⟩**: 3.78
**E_HOMO (alpha / beta)**: -8.221 / -8.928 eV
**E**: -98683.694 eV
**2S+1**: 4
**Largest force on an atom**: 3.08 eV Å⁻¹
**Charge**: 0

Geometry as XYZ:
```
111
Properties=species:S:1:pos:R:3:forces:R:3:mulliken_charge:R:1
O -9.820400 -8.251764 -41.139402 0.460 -2.221 0.571 -0.39
V -9.354851 -9.553362 -40.337480 -0.524 2.543 -1.652 0.00
Pt -7.382598 -14.950517 -38.881022 -0.546 0.625 -0.707 4.17
B -8.539106 -11.075205 -41.813810 -0.519 -0.824 -1.449 1.53
H -7.832133 -11.928942 -42.109640 1.072 -0.873 -0.560 -0.29
H -9.018772 -11.467781 -40.869317 -1.255 -0.973 1.928 -0.61
H -7.906118 -10.176068 -41.555376 1.164 1.917 0.441 0.03
H -9.325909 -10.788106 -42.612119 -1.069 0.105 -0.988 -0.35
B -7.397704 -8.748573 -39.568357 1.445 0.130 0.257 1.44
H -6.444384 -8.388675 -39.031530 0.908 0.798 0.699 -0.24
H -7.411462 -8.427443 -40.651036 0.057 0.886 -1.901 -0.15
H -7.253825 -9.869525 -39.528100 -0.135 -2.361 0.112 -0.52
H -8.329030 -8.423567 -39.022181 -1.863 0.768 1.347 -0.51
B -5.752393 -13.626195 -40.061690 -0.651 1.090 -0.325 0.40
H -6.242501 -12.800122 -39.414635 -0.831 1.208 0.403 -0.45
H -5.489573 -14.466102 -39.315365 0.757 -2.249 1.131 -0.24
H -6.355595 -13.954387 -40.979605 -0.358 -0.283 -1.416 -0.46
H -4.754130 -13.164950 -40.405582 1.413 0.038 -0.245 -0.13
C -9.334611 -11.681531 -36.112542 -0.347 0.639 -1.822 0.11
F -8.499397 -10.661195 -36.020929 0.304 -0.181 0.310 -0.15
F -8.944923 -12.684580 -35.352855 -0.046 -0.153 0.475 -0.14
F -10.543084 -11.243359 -35.749009 -0.119 -0.315 0.314 -0.20
S -9.418553 -12.216106 -37.931823 -0.142 0.116 -0.146 0.11
O -10.700755 -12.871750 -38.159632 0.225 0.517 0.123 0.13
O -9.269287 -10.941215 -38.638214 -0.200 -1.496 1.364 -0.14
O -8.323616 -13.188476 -37.976311 -0.155 1.404 0.289 -1.90
C -10.770467 -15.650826 -40.668343 -1.114 -0.129 -0.591 -1.41
C -9.457339 -15.605138 -41.441788 -0.232 0.142 1.211 0.39
C -9.596460 -15.253955 -42.916852 -0.757 -0.126 -0.319 -0.62
O -10.669464 -15.979987 -43.493425 0.165 -0.464 0.266 -0.34
C -10.825299 -15.716116 -44.872544 -0.457 0.827 0.480 -0.75
N -8.667436 -14.560358 -40.765213 0.460 0.132 0.100 -0.10
H -11.419531 -16.409007 -41.114007 -0.002 0.057 0.119 0.59
H -11.334420 -14.712271 -40.687471 0.181 0.116 -0.309 0.17
H -10.678672 -15.867977 -39.603746 0.469 -0.181 -0.056 0.22
H -9.025502 -16.585729 -41.225166 0.488 0.098 -0.611 0.16
H -8.689415 -15.425502 -43.504572 0.263 -0.056 0.290 0.48
H -9.830037 -14.183737 -42.991657 0.106 0.141 0.063 0.25
H -10.845261 -14.626043 -45.000040 0.285 -0.023 -0.320 0.33
H -11.824620 -16.041473 -45.156689 0.171 -0.402 -0.084 0.25
H -10.042084 -16.169210 -45.482394 -0.012 -0.032 -0.033 0.28
H -7.879023 -14.178702 -41.285725 0.137 -0.394 -0.406 0.50
H -9.261650 -13.733694 -40.724996 -0.067 0.077 0.520 -0.70
C -13.836498 -10.405082 -40.060462 -0.841 -1.135 -0.500 -1.58
C -12.495388 -9.718948 -40.028579 0.598 0.076 0.231 0.30
C -12.031508 -9.261786 -38.612444 -0.524 0.279 -1.662 -0.53
O -10.870715 -8.491038 -38.846939 0.987 -0.427 0.265 -0.25
C -10.448995 -7.686673 -37.744076 -1.059 -0.023 0.350 -1.05
N -11.461342 -10.605616 -40.606032 0.530 -0.140 0.765 -0.39
H -14.174332 -10.631250 -41.078515 0.286 0.494 -0.202 0.38
H -14.709438 -9.948315 -39.593175 0.371 0.369 0.295 0.42
H -13.762586 -11.432464 -39.685522 0.110 0.174 0.550 0.26
H -12.453272 -8.798123 -40.612076 -0.279 -0.029 -0.100 0.48
H -11.811384 -10.079250 -37.922478 -0.324 -0.019 0.140 -0.12
H -12.847698 -8.592991 -38.323286 0.087 -0.163 0.774 0.67
H -10.474559 -8.263535 -36.815396 0.137 -0.098 -0.001 0.29
H -11.189958 -6.887420 -37.660508 0.149 0.181 0.168 0.32
H -9.458158 -7.273189 -37.885361 -0.014 -0.158 -0.373 0.36
H -11.512146 -11.476195 -40.073288 0.350 0.037 0.074 -0.31
H -11.641629 -10.906923 -41.559683 -0.017 0.532 -0.144 0.32
C -14.033836 -12.802337 -36.837681 -0.605 -1.363 0.496 -0.96
C -13.869218 -14.298752 -37.240476 0.428 1.101 0.057 0.28
C -13.927467 -14.427698 -38.773803 0.816 -1.243 0.661 0.07
O -15.126408 -14.063281 -39.392267 0.115 0.569 -0.172 -0.38
C -16.218506 -14.972506 -39.296551 0.865 0.112 -0.020 -0.78
N -12.549955 -14.719435 -36.743614 0.912 -0.285 -0.773 -0.57
H -13.180812 -12.249618 -37.227847 -0.104 0.076 -0.256 0.02
H -13.942160 -12.792174 -35.749653 -0.242 0.374 0.052 0.39
H -14.989179 -12.380128 -37.147758 0.090 0.169 -0.024 0.35
H -14.564212 -15.040097 -36.841929 -0.504 0.592 0.336 0.44
H -13.693803 -15.480608 -38.979040 0.013 -0.080 -0.236 0.55
H -13.089959 -13.853545 -39.174011 -0.226 0.304 -0.296 -0.66
H -16.566760 -15.207654 -40.302564 -0.222 0.274 -0.006 0.27
H -16.975353 -14.474361 -38.694525 -0.313 -0.440 0.015 0.26
H -15.879889 -15.924125 -38.878154 -0.205 0.060 0.336 0.34
H -11.865257 -14.060706 -37.115581 -0.081 -0.199 -0.184 0.10
H -12.426039 -14.599732 -35.744528 -0.673 -0.116 0.116 0.31
C -5.145164 -10.071136 -35.617134 -0.293 -0.034 0.583 -1.26
C -4.007061 -9.743387 -34.662710 0.814 -0.431 0.217 0.59
C -2.722681 -10.520680 -34.972827 0.555 -0.403 0.192 -0.84
O -3.033977 -11.824354 -35.446837 -0.181 -0.325 -0.402 -0.24
C -2.260874 -12.859089 -34.879206 -0.089 -0.041 -0.278 -0.83
N -3.729775 -8.306971 -34.605866 -0.475 0.122 -0.123 -0.67
H -5.329916 -11.142726 -35.666512 0.181 -0.022 -0.237 0.08
H -4.975638 -9.646967 -36.606867 -0.040 -0.145 -0.063 0.37
H -6.060527 -9.653827 -35.186442 0.007 0.237 -0.232 0.42
H -4.266051 -10.038254 -33.637390 -0.332 -0.152 -0.183 0.17
H -2.083178 -10.624462 -34.087960 -0.288 0.152 0.261 0.45
H -2.059083 -10.004788 -35.679283 -0.377 0.054 -0.415 0.31
H -1.195631 -12.660008 -35.019409 0.106 0.139 0.660 0.39
H -2.394764 -13.816557 -35.390552 -0.479 0.279 -0.380 0.14
H -2.612811 -13.031950 -33.859314 0.654 0.128 0.317 0.39
H -4.548888 -7.891767 -35.038931 0.255 0.538 0.153 0.29
H -2.934136 -8.032600 -35.170646 -0.036 -0.165 -0.113 0.26
C -8.860936 -17.205354 -35.459289 0.923 -0.106 1.225 -1.80
C -8.305205 -15.898336 -36.073781 -1.770 -2.404 -0.150 1.09
C -6.805446 -15.946707 -36.070301 -0.056 1.509 1.139 -1.11
O -6.291181 -14.930295 -36.927082 0.480 -0.817 0.558 -0.23
C -4.899246 -14.695360 -36.704665 0.383 0.642 0.339 -1.36
N -8.836058 -15.901062 -37.455440 -0.363 0.369 -1.034 -0.60
H -8.458669 -17.363049 -34.449796 0.088 0.134 -0.053 0.43
H -8.517581 -18.077673 -36.019149 -0.258 0.019 -0.215 0.51
H -9.938490 -17.213300 -35.305602 -0.071 0.145 -0.499 0.39
H -8.765288 -15.128692 -35.457819 0.499 0.640 -0.564 -0.08
H -6.408803 -16.946366 -36.261682 0.102 0.070 -0.296 0.39
H -6.552675 -15.616863 -35.055134 0.394 -0.527 0.073 0.44
H -4.576705 -13.864534 -37.326385 -0.174 -0.097 -0.221 0.54
H -4.261253 -15.562918 -36.878132 -0.266 -0.217 -0.248 0.39
H -4.752531 -14.378372 -35.669094 -0.169 -0.045 0.066 0.47
H -9.764373 -15.478730 -37.502699 0.227 0.444 0.074 -0.27
H -9.033679 -16.845156 -37.773465 0.309 -0.183 0.244 0.45
```
Positions in Å, forces in eV/Å.

=====

(2)
Formula: C21H67Cl2N6O16S
Source: OMol25
Level of theory: the ωB97M-V functional and the def2-TZVPD basis

Properties
**E_HOMO**: -11.465 eV
**E**: -100428.388 eV
**Largest force on an atom**: 0.74 eV Å⁻¹
**Charge**: +1

Geometry as XYZ:
```
113
Properties=species:S:1:pos:R:3:forces:R:3:mulliken_charge:R:1
N -0.415647 0.478285 1.097161 -0.268 0.345 0.209 0.21
C 0.901734 0.708520 1.104735 -0.285 -0.607 0.243 0.17
N 1.817477 -0.054588 1.726797 -0.090 -0.420 -0.099 -0.43
C 2.966852 0.500736 1.456969 0.234 0.078 0.081 0.34
Cl 4.471648 -0.037199 1.939848 0.189 -0.087 0.136 -0.04
N 2.820221 1.605710 0.712298 0.181 0.206 -0.123 -0.06
Cl 4.011331 2.628608 0.143310 -0.181 0.080 0.038 0.12
N 1.476936 1.725381 0.460899 -0.028 0.432 -0.139 0.69
C 0.820916 2.748846 -0.355835 0.095 0.166 0.252 -0.21
C 0.283875 3.902030 0.477947 0.061 0.269 -0.411 -0.61
S 1.511688 5.241585 0.593755 -0.080 0.167 0.266 -0.19
C 1.827855 5.228016 2.308904 0.140 -0.209 -0.519 0.53
N 2.964446 5.405019 2.869433 0.195 -0.002 0.092 -0.33
N 2.720871 5.326687 4.240760 0.197 0.015 -0.059 -0.40
C 1.474432 5.083678 4.377273 0.627 0.111 -0.005 -0.12
O 0.823454 5.015423 3.178390 -0.458 -0.061 0.573 -0.22
H -0.803712 -0.421232 0.852513 0.111 -0.225 0.052 0.04
H -1.069777 1.235462 1.250424 -0.252 0.165 -0.552 0.02
H 0.015830 2.247908 -0.882025 -0.094 -0.246 -0.009 0.37
H 1.533981 3.105505 -1.088965 -0.019 -0.073 -0.213 -0.37
H -0.581940 4.308696 -0.029584 -0.174 0.056 -0.090 0.46
H -0.056984 3.589815 1.456833 0.010 -0.014 0.171 0.56
H 0.982592 4.936856 5.317196 -0.572 -0.077 -0.026 0.57
C -0.975860 -1.811807 -1.943979 0.012 -0.085 0.116 -0.22
O -1.745510 -2.016430 -0.751692 0.370 0.377 0.309 -0.42
H -1.533262 -1.144366 -2.595549 -0.081 -0.015 0.028 0.23
H -0.008969 -1.359949 -1.708125 0.029 -0.033 -0.119 0.08
H -0.818728 -2.760642 -2.457812 0.014 0.042 -0.101 0.06
H -1.247073 -2.619622 -0.189813 -0.091 -0.232 -0.120 0.24
C -3.088335 -1.592600 3.609710 0.185 0.087 -0.074 -0.60
O -1.849240 -1.047956 4.064461 -0.184 0.014 0.012 -0.51
H -3.665639 -1.868365 4.487058 0.008 -0.006 0.034 0.30
H -3.655993 -0.859029 3.030339 -0.061 -0.048 -0.001 0.21
H -2.925465 -2.485731 3.000560 -0.071 -0.019 0.013 0.31
H -1.335231 -0.806482 3.291181 0.120 0.023 0.015 0.28
C -2.712183 5.242839 4.649866 0.197 0.099 0.031 -0.39
O -1.505694 5.684733 5.270155 -0.030 -0.166 -0.069 -0.48
H -3.320193 4.761665 5.410991 0.011 -0.012 0.024 0.25
H -3.265837 6.086175 4.232436 -0.072 -0.055 -0.025 0.33
H -2.493074 4.518994 3.858064 -0.101 -0.018 -0.012 0.02
H -0.982768 6.114922 4.588917 -0.050 0.171 0.020 0.29
C -3.397942 2.317643 7.689954 0.004 -0.228 -0.278 -0.45
O -4.356263 1.773051 6.785282 -0.011 0.164 0.049 -0.49
H -3.926169 2.958646 8.389792 -0.052 0.001 -0.015 0.23
H -2.895357 1.520902 8.243314 0.052 0.089 0.080 0.28
H -2.653855 2.911127 7.150347 0.055 0.052 0.131 0.13
H -3.888212 1.201952 6.171391 0.004 -0.074 -0.001 0.28
C 3.012990 2.839182 -4.213676 0.059 0.007 0.143 -0.57
O 2.577306 3.599603 -3.082822 -0.230 -0.075 0.010 -0.42
H 2.397682 3.134902 -5.057616 -0.032 0.034 0.011 0.24
H 4.057786 3.051244 -4.446748 -0.012 -0.022 -0.042 0.30
H 2.885221 1.767195 -4.041651 0.007 -0.002 -0.057 0.22
H 3.113598 3.349589 -2.328634 0.325 0.063 -0.087 0.18
C 3.593494 -2.316504 -1.438897 -0.116 0.177 0.198 -0.21
O 2.348762 -1.875825 -0.890599 -0.133 -0.062 -0.198 -0.42
H 3.376794 -3.205184 -2.024135 0.046 -0.020 -0.019 -0.12
H 4.033202 -1.555769 -2.088372 0.037 -0.061 -0.025 0.29
H 4.296926 -2.582083 -0.646864 0.047 -0.029 -0.055 0.17
H 2.487254 -1.088846 -0.361066 0.150 -0.133 0.022 0.28
C -3.796156 2.880208 1.085144 -0.042 0.023 -0.131 -0.50
O -2.562809 2.502655 0.457190 0.184 -0.235 0.211 -0.33
H -3.561354 3.285434 2.065610 0.053 -0.016 -0.001 0.04
H -4.294541 3.645447 0.490918 -0.004 0.040 0.056 0.20
H -4.452072 2.016092 1.202691 -0.009 0.019 0.039 0.32
H -2.784237 2.157631 -0.413655 -0.012 0.109 -0.081 0.20
C 7.109756 -3.224171 2.737666 0.043 0.199 -0.144 -0.51
O 8.101746 -2.674981 1.870731 -0.061 -0.032 -0.010 -0.45
H 7.471009 -4.186246 3.086762 0.036 -0.012 -0.017 0.24
H 6.942942 -2.573266 3.599838 -0.016 -0.070 0.050 0.26
H 6.166167 -3.371301 2.204301 -0.024 -0.079 0.062 0.17
H 7.781293 -1.822976 1.565168 0.076 0.058 -0.016 0.26
C -4.961102 4.020205 -2.405903 0.165 0.084 -0.085 -0.57
O -3.693233 4.514459 -1.963816 -0.090 -0.242 0.022 -0.45
H -5.544249 3.771881 -1.522627 0.003 0.019 0.027 0.21
H -5.497910 4.778375 -2.978112 -0.060 -0.030 0.011 0.31
H -4.843107 3.122198 -3.017509 -0.063 -0.008 0.002 0.26
H -3.186656 4.737098 -2.749280 0.040 0.090 0.012 0.28
C 2.162245 -4.845702 -4.178938 -0.104 0.333 0.133 -0.76
O 0.947706 -4.352641 -3.610685 0.131 -0.334 -0.022 -0.32
H 1.932240 -5.724294 -4.775043 -0.096 -0.010 0.020 0.28
H 2.610015 -4.089203 -4.827737 0.099 -0.082 -0.043 0.30
H 2.872785 -5.125122 -3.395734 0.064 -0.069 -0.081 0.29
H 1.166177 -3.571225 -3.095006 -0.082 0.066 0.000 0.23
C -4.972369 -2.822398 -0.851665 -0.056 -0.168 0.350 0.06
O -5.768676 -3.018179 0.319338 -0.026 0.162 -0.130 -0.56
H -5.510583 -2.147945 -1.513106 -0.046 -0.022 -0.001 0.02
H -4.009741 -2.379582 -0.595813 -0.005 -0.011 -0.150 -0.06
H -4.811712 -3.773777 -1.366611 0.047 0.072 -0.117 0.25
H -5.295394 -3.617468 0.900958 -0.033 -0.051 0.024 0.29
C 11.426614 -1.964342 1.719156 -0.218 -0.099 -0.180 -0.48
O 10.952174 -2.221084 0.402237 0.043 0.132 -0.003 -0.50
H 12.479316 -1.704040 1.646663 0.011 0.002 -0.034 0.26
H 10.881731 -1.129953 2.169487 0.085 -0.011 0.123 0.21
H 11.318314 -2.852202 2.346246 0.049 0.068 0.106 0.22
H 10.021761 -2.451714 0.475964 -0.018 -0.157 0.060 0.31
C -1.430534 -6.863869 -1.975481 0.202 0.079 -0.039 -0.53
O -0.134737 -6.571992 -1.465675 -0.097 -0.058 0.034 -0.51
H -2.065548 -7.120887 -1.131287 0.008 -0.010 0.026 0.24
H -1.855183 -5.996394 -2.489389 -0.059 -0.033 -0.017 0.20
H -1.402859 -7.711232 -2.664967 -0.081 -0.007 0.001 0.28
H 0.422550 -6.341361 -2.214851 -0.004 0.188 -0.001 0.28
C -6.680956 -1.637442 -4.745261 -0.007 0.108 0.152 -0.58
O -5.916485 -0.742799 -3.936962 0.011 -0.055 -0.046 -0.45
H -6.010759 -2.057846 -5.490084 0.035 0.012 -0.001 0.21
H -7.097988 -2.449823 -4.145491 -0.013 -0.034 -0.055 0.28
H -7.490942 -1.111633 -5.255270 -0.009 -0.053 -0.042 0.27
H -6.509898 -0.370715 -3.279591 -0.006 0.031 0.022 0.27
C -1.514671 -2.010136 -5.829642 0.296 0.105 -0.106 -0.56
O -0.270374 -1.475122 -5.369890 -0.146 0.005 0.124 -0.42
H -2.098323 -2.295539 -4.958543 0.028 0.003 0.036 0.15
H -2.066120 -1.259542 -6.400174 -0.101 -0.066 0.008 0.31
H -1.344871 -2.891725 -6.450903 -0.114 -0.033 0.020 0.31
H 0.237366 -1.226729 -6.146164 0.053 0.008 0.002 0.24
```
Positions in Å, forces in eV/Å.

=====

Question: The lowest largest force on an atom belongs to which entry?
Answer: C21H67Cl2N6O16S